No. 1
DFT (ωB97M-V/def2-TZVPD) results for a structure of composition C17H17BIrN10O2 in a non-equilibrium geometry.

Last column: natural (NBO) charge in e.
Geometry (Å):
Ir: 0.34 0.01 0.19  1.65
C: -3.02 -1.57 2.50  -0.30
C: -1.66 -1.29 2.35  0.01
N: -1.44 -0.84 1.12  -0.37
N: -2.61 -0.81 0.46  -0.34
C: -3.58 -1.24 1.27  0.10
B: -2.72 -0.29 -1.00  0.92
N: -1.69 -1.05 -1.87  -0.34
C: -1.89 -1.73 -3.01  0.08
C: -0.68 -2.25 -3.44  -0.30
C: 0.25 -1.85 -2.48  0.01
N: -0.38 -1.13 -1.55  -0.38
N: -2.32 1.21 -0.97  -0.33
C: -3.00 2.34 -1.21  0.04
C: -2.15 3.42 -1.05  -0.30
C: -0.93 2.86 -0.68  0.00
N: -1.05 1.54 -0.64  -0.39
N: -4.10 -0.64 -1.52  -0.40
C: -5.10 -0.04 -2.21  -0.04
C: -6.11 -0.97 -2.41  -0.32
C: -5.62 -2.16 -1.84  -0.02
N: -4.42 -1.94 -1.37  -0.31
H: -3.52 -1.95 3.37  0.27
H: -0.87 -1.39 3.07  0.24
H: -4.61 -1.30 0.97  0.27
H: -2.85 -1.81 -3.47  0.26
H: -0.49 -2.85 -4.31  0.26
H: 1.30 -2.03 -2.43  0.24
H: -4.04 2.34 -1.45  0.25
H: -2.38 4.45 -1.18  0.26
H: 0.00 3.35 -0.46  0.23
H: -5.07 0.98 -2.53  0.22
H: -7.02 -0.85 -2.96  0.25
H: -6.07 -3.13 -1.82  0.23
C: 5.63 0.23 -0.51  -0.44
N: 4.59 0.38 0.45  -0.22
C: 4.78 0.66 1.75  0.11
C: 3.75 0.77 2.65  -0.07
C: 2.39 0.60 2.17  0.56
O: 1.33 0.59 2.80  -0.46
N: 2.27 0.38 0.83  -0.72
C: 3.28 0.20 -0.04  0.75
O: 3.05 -0.12 -1.19  -0.51
H: 6.62 0.38 -0.07  0.25
H: 5.48 0.95 -1.33  0.27
H: 5.56 -0.76 -0.96  0.28
H: 5.81 0.77 2.07  0.27
H: 3.92 0.98 3.69  0.28

Summary:
Net charge: +2
Frontier orbital gap (spin up / spin down), eV: 6.67 / 2.92
Multiplicity: 6
HOMO level (spin up / spin down), eV: -13.8 / -13.8

=====

No. 2
DFT (ωB97M-V/def2-TZVPD) results for a cluster of 11 separate species, C5H30BF4N10O10 in total in a non-equilibrium geometry.

Last column: natural (NBO) charge in e.
Geometry (Å):
B: -1.14 -0.11 0.05  1.33
F: -1.81 0.80 0.87  -0.56
F: -2.09 -1.10 -0.31  -0.58
F: -0.55 0.48 -1.09  -0.57
F: -0.12 -0.72 0.77  -0.57
O: 1.32 -1.70 -1.52  -0.97
H: 0.56 -1.20 -1.18  0.48
H: 2.04 -1.05 -1.59  0.49
O: -0.56 -0.55 3.88  -0.98
H: 0.08 -1.28 3.86  0.50
H: -0.61 -0.24 2.97  0.48
O: -0.61 1.25 -3.61  -1.00
H: -1.09 0.57 -4.09  0.49
H: -0.69 0.99 -2.67  0.50
O: -2.12 -1.50 -3.19  -0.96
H: -1.93 -1.74 -2.27  0.49
H: -2.12 -2.33 -3.67  0.46
O: -2.54 -3.03 1.32  -0.95
H: -2.34 -2.09 1.24  0.48
H: -2.16 -3.41 0.52  0.46
C: 0.62 3.84 0.61  0.77
O: 1.70 4.39 0.87  -0.70
N: 0.21 2.79 1.38  -0.85
N: -0.20 4.16 -0.43  -0.85
H: -0.49 2.21 0.95  0.40
H: 0.94 2.54 2.02  0.41
H: -0.87 3.46 -0.70  0.39
H: 0.17 4.81 -1.09  0.40
C: 2.15 -3.26 2.22  0.78
O: 1.38 -2.57 2.88  -0.71
N: 3.12 -4.04 2.75  -0.84
N: 2.16 -3.24 0.85  -0.85
H: 3.11 -4.19 3.75  0.40
H: 3.65 -4.70 2.22  0.38
H: 2.67 -3.90 0.30  0.38
H: 1.58 -2.54 0.42  0.44
C: -6.28 -0.69 -0.30  0.77
O: -6.32 -1.34 -1.35  -0.67
N: -5.20 -0.63 0.49  -0.82
N: -7.31 0.13 0.09  -0.86
H: -5.18 0.03 1.24  0.38
H: -4.35 -1.14 0.33  0.43
H: -8.13 0.16 -0.48  0.40
H: -7.16 0.93 0.68  0.38
C: 3.08 1.48 -3.73  0.77
O: 4.25 1.16 -3.49  -0.69
N: 2.21 1.85 -2.74  -0.87
N: 2.64 1.61 -5.00  -0.86
H: 1.24 1.86 -3.00  0.41
H: 2.56 2.09 -1.83  0.43
H: 3.35 1.53 -5.70  0.40
H: 1.65 1.52 -5.16  0.40
C: 3.32 0.97 2.09  0.77
O: 3.65 0.82 0.91  -0.67
N: 2.14 0.48 2.54  -0.86
N: 4.15 1.49 3.04  -0.85
H: 1.69 0.74 3.39  0.40
H: 1.69 -0.14 1.88  0.43
H: 5.10 1.71 2.83  0.40
H: 3.81 1.62 3.98  0.38

Summary:
Net charge: -1
Frontier orbital gap, eV: 9.49
Multiplicity: 1
HOMO level, eV: -6.9

=====

No. 3
DFT (ωB97M-V/def2-TZVPD) results for the ion C6H15N2 with charge +1 in a non-equilibrium geometry.

Last column: natural (NBO) charge in e.
Geometry (Å):
C: -0.50 -0.20 -1.11  -0.24
C: 1.68 0.10 -0.51  0.11
C: -0.82 -0.43 0.35  0.04
C: 2.56 1.01 0.25  -0.71
C: -1.94 -1.50 0.49  -0.62
C: -1.42 0.80 1.14  -0.61
N: 0.42 -0.79 0.94  -0.52
N: 0.60 0.73 -1.29  -0.58
H: -0.25 -1.20 -1.67  0.24
H: -1.29 0.09 -1.84  0.24
H: 2.22 -0.69 -1.11  0.24
H: 3.51 0.46 0.48  0.27
H: 2.10 1.20 1.37  0.28
H: 2.71 1.90 -0.36  0.23
H: -2.80 -0.94 0.43  0.22
H: -2.04 -2.14 1.38  0.26
H: -1.89 -2.23 -0.39  0.21
H: -1.81 0.34 1.96  0.23
H: -2.25 1.12 0.62  0.21
H: -0.62 1.54 1.42  0.21
H: 0.46 -1.82 0.65  0.35
H: 0.86 0.90 -2.35  0.47
H: 0.49 1.74 -0.85  0.46

Summary:
Net charge: +1
Frontier orbital gap, eV: 9.94
Multiplicity: 1
HOMO level, eV: -13.7

=====

Question: net charge of number 1 (C17H17BIrN10O2)?
Answer: +2

=====

Question: The lowest net charge belongs to which entry?
Answer: C5H30BF4N10O10

=====

Question: What is the multiplicity in the third record?
Answer: 1